--- i ---
11
Properties=species:S:1:pos:R:3 method="wB97M-V/def2-TZVPD" total_charge=-1 homo_lumo_gap_ev=6.22
S -0.41 0.74 -2.05
H -0.92 1.35 -3.14
C -0.91 -1.18 0.66
S 0.48 -0.57 1.61
C 1.25 0.67 0.55
H -0.57 -1.83 -0.16
H -1.51 -0.39 0.21
H -1.57 -1.75 1.32
H 2.04 1.13 1.14
H 1.66 0.46 -0.44
H 0.45 1.37 0.29

--- ii ---
11
Properties=species:S:1:pos:R:3 method="wB97M-V/def2-TZVPD" total_charge=-1 homo_lumo_gap_ev=6.83
C 1.90 -0.44 0.96
S 1.54 1.23 0.42
H 2.78 -0.46 1.70
H 1.02 -1.06 1.27
H 2.24 -1.07 0.11
H -0.07 1.29 0.37
C -1.90 0.06 -1.07
S -1.77 0.76 0.59
H -2.57 0.68 -1.75
H -0.94 0.02 -1.63
H -2.23 -1.01 -0.98

Most stable: i

--- i ---
25
Properties=species:S:1:pos:R:3 method="wB97M-V/def2-TZVPD" total_charge=-1 homo_lumo_gap_ev=7.02
C -2.46 0.79 0.68
C -2.17 2.34 1.01
C -3.80 0.53 0.05
O -3.94 -0.71 -0.19
O -4.52 1.49 -0.23
H -1.77 0.43 0.02
H -2.62 -0.04 1.44
H -2.42 2.67 2.02
H -2.65 2.92 0.31
H -1.11 2.67 0.99
C 0.31 -2.52 -0.52
C 3.26 0.67 -0.42
C 3.65 -0.64 -0.46
C 1.88 0.99 -0.19
C 2.62 -1.58 -0.55
C 0.97 -0.06 -0.24
C 1.27 -1.42 -0.43
H 4.00 1.44 -0.36
H 4.68 -0.96 -0.42
H 1.63 2.05 -0.15
H 2.91 -2.80 -0.61
H -0.09 0.24 -0.15
H 0.81 -3.39 0.03
H 0.25 -2.62 -1.65
H -0.70 -2.50 0.02

--- ii ---
25
Properties=species:S:1:pos:R:3 method="wB97M-V/def2-TZVPD" total_charge=-1 homo_lumo_gap_ev=6.99
C -0.32 1.89 1.08
C -0.02 2.35 2.51
C -0.85 3.11 0.21
O -1.37 2.74 -0.87
O -0.66 4.24 0.70
H 0.60 1.50 0.62
H -1.16 1.17 1.08
H -0.93 2.94 2.83
H 0.75 3.13 2.61
H 0.20 1.61 3.30
C 0.10 -3.48 0.25
C 0.39 0.10 -2.01
C -0.90 -0.32 -1.67
C 1.54 -0.70 -1.80
C -0.90 -1.46 -0.86
C 1.43 -1.83 -1.03
C 0.19 -2.18 -0.51
H 0.61 1.07 -2.46
H -1.75 0.31 -1.90
H 2.51 -0.38 -2.18
H -1.96 -1.57 -0.52
H 2.22 -2.52 -0.77
H 1.03 -3.98 0.52
H -0.38 -4.26 -0.36
H -0.37 -3.46 1.23

--- iii ---
25
Properties=species:S:1:pos:R:3 method="wB97M-V/def2-TZVPD" total_charge=-1 homo_lumo_gap_ev=6.88
C -0.85 -0.86 -2.26
C 0.47 -0.77 -3.02
C -1.06 -2.44 -2.23
O -0.09 -3.01 -1.77
O -2.16 -2.87 -2.62
H -0.95 -0.49 -1.23
H -1.69 -0.38 -2.84
H 1.11 -1.63 -2.71
H 0.85 0.21 -2.94
H 0.25 -0.77 -4.10
C -0.70 2.83 1.76
C -0.67 0.42 1.05
C -0.14 1.51 1.74
C 0.03 -0.77 0.92
C 1.07 1.35 2.49
C 1.24 -1.00 1.64
C 1.77 0.08 2.42
H -1.66 0.52 0.62
H -0.40 -1.62 0.30
H -0.84 3.10 0.65
H 0.08 3.61 2.04
H 1.54 2.12 3.09
H 1.75 -1.99 1.57
H 2.63 -0.10 3.04
H -1.60 2.95 2.38

Most stable: ii

--- i ---
25
Properties=species:S:1:pos:R:3 method="wB97M-V/def2-TZVPD" total_charge=-1 homo_lumo_gap_ev=6.70
C 0.64 -2.71 1.12
C -0.77 -2.46 1.77
C 0.34 -2.81 -0.39
O -0.42 -2.01 -1.06
O 0.71 -3.89 -0.86
H 1.40 -1.94 1.17
H 1.13 -3.69 1.37
H -1.28 -1.52 1.59
H -0.61 -2.40 2.94
H -1.45 -3.34 1.46
C -1.69 2.70 0.42
C 1.83 1.40 -0.26
C 0.75 1.90 0.46
C 1.66 1.00 -1.66
C -0.51 2.03 -0.23
C 0.41 1.06 -2.29
C -0.70 1.56 -1.52
H 2.80 1.14 0.18
H 0.58 2.34 1.51
H 2.53 0.66 -2.23
H 0.46 0.84 -3.34
H -2.62 2.73 -0.23
H -1.53 3.71 0.86
H -1.65 1.66 -2.04
H -1.99 2.04 1.29

--- ii ---
25
Properties=species:S:1:pos:R:3 method="wB97M-V/def2-TZVPD" total_charge=-1 homo_lumo_gap_ev=6.79
C -2.63 -0.31 -1.19
C -3.92 0.34 -0.75
C -2.75 -1.89 -1.21
O -3.20 -2.40 -0.16
O -2.31 -2.43 -2.24
H -2.31 -0.07 -2.20
H -1.83 -0.19 -0.46
H -4.16 0.03 0.27
H -4.77 0.09 -1.39
H -3.89 1.45 -0.72
C 3.50 1.73 1.79
C 0.83 -0.94 -0.33
C 1.10 -1.14 1.02
C 1.43 0.10 -1.00
C 2.00 -0.27 1.64
C 2.33 0.95 -0.37
C 2.60 0.80 0.99
H 0.12 -1.59 -0.84
H 0.64 -1.90 1.62
H 1.21 0.28 -2.06
H 2.21 -0.43 2.69
H 2.71 1.79 -0.95
H 4.03 2.40 1.10
H 4.17 1.17 2.42
H 2.87 2.45 2.33

Most stable: ii

--- i ---
12
Properties=species:S:1:pos:R:3 method="wB97M-V/def2-TZVPD" total_charge=0 homo_lumo_gap_ev=10.47
C 1.42 2.60 0.00
C 1.19 1.58 0.79
C 0.15 -0.98 0.37
C 1.16 -0.14 -0.26
F 1.41 3.85 0.37
F 0.98 1.40 2.05
F 0.98 0.19 -1.46
H 1.35 2.48 -1.17
H 0.33 -1.10 1.43
H -0.84 -0.57 0.27
H 0.11 -2.05 -0.15
H 2.07 -0.57 -0.10

--- ii ---
12
Properties=species:S:1:pos:R:3 method="wB97M-V/def2-TZVPD" total_charge=0 smiles=C[C@@]1(F)[C@H](F)[C@@H]1F homo_lumo_gap_ev=11.27
C -1.52 0.00 -0.01
C -0.11 0.00 0.46
C 0.98 0.75 -0.25
C 0.98 -0.75 -0.27
H -2.05 0.90 0.39
H -1.59 0.02 -1.14
H -2.06 -0.90 0.35
H 0.76 1.34 -1.17
H 0.76 -1.33 -1.19
F 0.01 -0.03 1.81
F 1.93 1.34 0.52
F 1.92 -1.35 0.49

Most stable: ii

--- i ---
14
Properties=species:S:1:pos:R:3 method="wB97M-V/def2-TZVPD" total_charge=0 smiles="NC=O.NCO" homo_lumo_gap_ev=9.17
N -0.33 -0.50 1.51
C -0.95 0.75 1.84
O -0.84 1.69 0.78
H 0.25 -0.81 0.75
H -0.34 -1.13 2.28
H -1.99 0.59 2.16
H -0.48 1.15 2.76
H -0.70 2.54 1.21
C 1.00 -0.80 -1.77
N -0.09 0.00 -1.70
O 1.46 -1.44 -0.85
H 1.35 -0.96 -2.80
H -0.36 0.53 -0.88
H -0.23 0.56 -2.52

--- ii ---
14
Properties=species:S:1:pos:R:3 method="wB97M-V/def2-TZVPD" total_charge=0 smiles="C=NO.CNO" homo_lumo_gap_ev=10.21
C 3.02 0.10 -0.32
C -1.71 0.91 0.54
N 1.95 -0.57 -0.46
N -1.97 0.00 -0.63
O 1.17 -0.63 0.68
O -1.30 -1.27 -0.59
H 0.38 -1.13 0.39
H -1.87 -1.87 -0.10
H -1.62 0.44 -1.48
H 3.70 0.09 -1.15
H 3.37 0.51 0.63
H -2.43 1.71 0.42
H -0.72 1.36 0.61
H -1.97 0.36 1.45

--- iii ---
14
Properties=species:S:1:pos:R:3 method="wB97M-V/def2-TZVPD" total_charge=0 homo_lumo_gap_ev="8.54 / 8.55"
C -0.03 0.66 -0.67
C -0.61 -1.73 1.19
N -0.27 -0.34 1.17
N -0.10 1.96 -0.32
O 0.92 -0.12 -0.20
O 1.35 0.73 -2.07
H 1.55 -0.15 -2.41
H 0.21 0.21 1.88
H -0.91 0.22 -1.15
H 0.80 2.38 -0.15
H -0.73 2.53 -0.87
H -1.46 -1.88 1.87
H 0.21 -2.38 1.52
H -0.94 -2.09 0.21

--- iv ---
14
Properties=species:S:1:pos:R:3 method="wB97M-V/def2-TZVPD" total_charge=0 homo_lumo_gap_ev=8.68
N 0.70 -1.37 -0.87
N 0.92 1.34 -0.35
C 0.55 -0.89 0.48
C 0.85 0.49 0.67
H 1.28 -2.20 -0.93
H -0.19 -1.57 -1.31
H 0.67 0.95 -1.25
H 0.74 2.32 -0.19
H 0.91 -1.54 1.28
H 0.90 0.90 1.67
O -1.74 0.29 0.90
O -1.96 0.82 -0.44
H -2.90 1.05 -0.39
H -0.74 -0.59 0.72

Most stable: i

--- i ---
14
Properties=species:S:1:pos:R:3 method="wB97M-V/def2-TZVPD" total_charge=0 smiles="C[C@@H](N)O.N=O" homo_lumo_gap_ev="8.36 / 8.36"
C 1.60 0.40 -0.30
C 0.28 -0.19 0.19
N 0.36 -1.53 0.65
O -0.39 0.65 1.02
H 1.15 -2.10 0.37
H -0.53 -1.91 0.96
H 2.05 -0.25 -1.05
H 2.28 0.48 0.55
H 1.43 1.38 -0.72
N -2.32 0.83 -0.24
O -1.81 0.15 -1.19
H -0.47 -0.20 -0.79
H -2.20 1.84 -0.45
H -1.42 0.44 1.00

--- ii ---
14
Properties=species:S:1:pos:R:3 method="wB97M-V/def2-TZVPD" total_charge=0 homo_lumo_gap_ev=9.81
C 0.69 -1.01 -0.16
C -1.07 1.06 0.29
N 0.32 0.65 0.36
N -0.31 -1.72 -0.81
O 1.10 1.69 -0.23
O 0.94 -1.34 1.11
H 1.99 1.56 0.14
H 0.73 -0.08 1.30
H 1.52 -0.79 -0.84
H -1.07 -2.03 -0.22
H -0.56 -1.45 -1.75
H -1.68 0.28 0.74
H -1.37 1.19 -0.76
H -1.22 1.99 0.83

--- iii ---
14
Properties=species:S:1:pos:R:3 method="wB97M-V/def2-TZVPD" total_charge=0 smiles="NC=O.NCO" homo_lumo_gap_ev=10.50
N 2.45 -0.29 0.71
C 1.34 0.49 0.25
O 0.81 -0.01 -0.95
H 2.72 -0.22 1.69
H 3.27 -0.13 0.14
H 0.55 0.54 1.00
H 1.62 1.55 0.15
H 0.85 -0.96 -0.89
C -2.42 -0.53 0.18
N -2.19 0.39 -0.79
O -1.69 -0.78 1.11
H -3.40 -1.02 0.08
H -1.23 0.68 -0.99
H -2.68 0.29 -1.67

Most stable: iii

--- i ---
14
Properties=species:S:1:pos:R:3 method="wB97M-V/def2-TZVPD" total_charge=0 smiles="CNC(N)=O.O" homo_lumo_gap_ev=10.39
C -1.02 -1.59 -1.09
N -0.71 -0.19 -1.20
C 0.40 0.32 -0.55
N 0.32 1.71 -0.34
O 1.31 -0.37 -0.16
H -1.74 -1.79 -0.32
H -1.53 -1.95 -1.98
H -0.12 -2.17 -0.93
H -1.40 0.53 -1.33
H 0.55 2.33 -1.09
H 0.71 1.96 0.56
H 1.21 -0.23 2.34
H 1.33 0.98 3.30
O 0.70 0.46 2.78

--- ii ---
14
Properties=species:S:1:pos:R:3 method="wB97M-V/def2-TZVPD" total_charge=0 smiles="NCC(N)=O.O" homo_lumo_gap_ev=9.93
O 0.32 -2.97 2.00
C 0.69 -2.14 1.22
N 1.96 -1.82 1.14
N 0.00 0.00 0.00
C -0.38 -1.41 0.33
H 2.17 -0.93 0.68
H 2.69 -2.31 1.66
H 0.00 0.54 0.87
H 0.98 -0.04 -0.32
H -1.29 -1.32 0.96
H -0.66 -2.01 -0.56
O -2.31 -1.99 -2.33
H -2.73 -2.81 -1.98
H -2.51 -1.30 -1.66

Most stable: i

--- i ---
14
Properties=species:S:1:pos:R:3 method="wB97M-V/def2-TZVPD" total_charge=+1 homo_lumo_gap_ev="8.05 / 8.05"
C -1.26 0.48 -0.30
C -2.27 -0.32 -0.24
C 0.93 1.92 -0.08
C 0.61 -0.54 0.54
C 0.05 0.93 -0.07
N 1.14 -1.26 -0.45
H -2.17 -1.14 0.45
H -3.20 -0.23 -0.77
H 0.73 2.86 -0.45
H 1.72 1.79 0.62
H 1.32 -0.30 1.37
H -0.20 -0.98 1.13
H 2.09 -1.24 -0.85
H 0.52 -1.96 -0.90

--- ii ---
14
Properties=species:S:1:pos:R:3 method="wB97M-V/def2-TZVPD" total_charge=+1 smiles="[NH3+][C@]12C=C[C@H]1C2" homo_lumo_gap_ev=9.87
C -0.58 1.38 -1.12
C -0.53 0.89 0.36
C -1.19 -0.45 0.54
C 0.34 0.51 -1.57
C 0.23 -0.27 -0.20
N 1.27 -1.00 0.70
H -1.21 2.15 -1.61
H -0.38 1.54 1.14
H -2.05 -0.70 0.02
H -1.38 -0.92 1.42
H 0.92 0.23 -2.40
H 1.25 -0.50 1.69
H 2.23 -0.91 0.26
H 1.07 -1.96 0.76

--- iii ---
14
Properties=species:S:1:pos:R:3 method="wB97M-V/def2-TZVPD" total_charge=+1 homo_lumo_gap_ev=10.24
C -0.45 -0.43 0.56
C 0.30 0.67 -0.04
C -1.60 -0.80 -0.45
C -1.71 0.41 0.41
C 2.24 0.27 0.06
N -0.85 1.41 -0.16
H -0.25 -1.14 1.32
H -1.37 -0.82 -1.58
H -2.25 -1.61 -0.27
H -2.49 0.60 1.11
H 2.29 -0.84 0.39
H 2.64 0.36 -0.99
H 2.51 0.92 0.77
H -0.89 2.21 -0.78

--- iv ---
14
Properties=species:S:1:pos:R:3 method="wB97M-V/def2-TZVPD" total_charge=+1 smiles=C1[C@@H]2[N@H+]1C21CC1 homo_lumo_gap_ev=11.69
C -1.74 -0.64 0.09
C -1.44 0.84 0.19
C 1.86 0.53 -0.04
C 1.22 -0.47 0.71
C -0.38 -0.10 -0.04
N 0.86 -0.32 -0.74
H -2.01 -1.35 0.81
H -2.09 -1.13 -0.77
H -1.91 1.52 -0.46
H -1.40 1.26 1.29
H 1.69 1.60 -0.03
H 2.81 0.50 -0.47
H 1.54 -1.37 1.18
H 1.01 -0.87 -1.72

Most stable: ii